# 1
Formula: C12H54N12O15
Source: OMol25
Level of theory: ωB97M-V/def2-TZVPD

Bonds (Å) are listed after each position.
Positions of all 93 atoms, in Å:
1 O -1.2755 -3.2792 2.9900  C33 1.230
2 O -2.9407 0.2953 -1.6639  H49 0.967, H72 0.964
3 O 2.2308 -1.8617 0.9592  C35 1.467, H68 0.977
4 O -2.7717 3.0006 0.4588  H61 0.963, H92 0.966
5 O 1.6480 -0.7597 -3.7587  H52 0.964, H66 0.964
6 O 1.7057 0.7163 -0.1390  C29 1.246
7 O 2.7113 1.9502 -2.7297  H44 0.962, H64 0.965
8 O -3.0568 -0.0981 5.0694  C36 1.432, H43 0.966
9 O -6.1548 -1.5003 -0.4963  C32 1.227
10 O 6.9003 0.1188 -0.4677  C31 1.222
11 O 1.2320 5.3182 1.9049  H81 0.972, H90 0.969
12 O -1.1758 1.9281 -3.1453  C30 1.225
13 O 1.1150 5.8019 -0.7839  H80 0.961, H84 0.964
14 O 2.3616 2.6362 2.1442  H73 0.963, H78 0.971
15 O -0.3147 -2.5055 -1.8643  C37 1.244
16 N -0.4143 0.0642 -0.6400  C29 1.367, H47 1.009, H77 1.011
17 N 1.2501 -4.0447 -1.3476  C37 1.363, H65 1.002, H79 1.009
18 N 5.8539 -0.2680 -2.4596  C31 1.377, H82 1.002, H86 1.002
19 N -5.4255 -3.6361 -0.2508  C32 1.377, H56 1.000, H75 1.002
20 N -3.9151 -1.9097 -0.4835  C32 1.355, H40 1.005, H70 1.010
21 N 4.9701 1.2283 -0.9544  C31 1.367, H67 1.000, H88 1.008
22 N 0.4297 -3.8935 -3.5086  C37 1.348, H45 1.001, H55 1.006
23 N -2.1328 -4.1506 1.0814  C33 1.377, H76 1.003, H83 1.006
24 N -0.7660 3.9430 -4.1698  C30 1.381, H46 1.000, H93 1.002
25 N -1.9909 3.8670 -2.2314  C30 1.374, H48 1.011, H87 1.000
26 N -0.0623 2.1950 0.0736  C29 1.354, H62 1.009, H85 1.005
27 N -0.4422 -2.6085 0.9592  C33 1.356, H57 1.015, H60 1.011
28 C 4.2577 -1.0811 1.8176  C35 1.521, H41 1.098, H74 1.090, H91 1.087
29 C 0.4948 0.9981 -0.2280  O6 1.246, N16 1.367, N26 1.354
30 C -1.3035 3.1464 -3.1784  O12 1.225, N24 1.381, N25 1.374
31 C 5.9626 0.3281 -1.2235  O10 1.222, N18 1.377, N21 1.367
32 C -5.2157 -2.2864 -0.4217  O9 1.227, N19 1.377, N20 1.355
33 C -1.2330 -3.3616 1.7631  O1 1.230, N23 1.377, N27 1.356
34 C 2.1182 -0.9981 3.1849  C35 1.536, H42 1.086, H58 1.094, H89 1.098
35 C 2.9861 -1.8150 2.2156  O3 1.467, C28 1.521, C34 1.536, H63 1.086
36 C -3.0395 0.2984 3.6935  O8 1.432, C38 1.520, C39 1.521, H71 1.092
37 C 0.4220 -3.4347 -2.2413  O15 1.244, N17 1.363, N22 1.348
38 C -3.9956 -0.5445 2.8664  C36 1.520, H50 1.091, H54 1.093, H69 1.097
39 C -1.6305 0.1443 3.1416  C36 1.521, H51 1.095, H53 1.094, H59 1.091
40 H -3.5733 -1.0347 -0.8417  N20 1.005
41 H 5.0065 -0.9773 2.6137  C28 1.098
42 H 2.1498 0.0695 2.9867  C34 1.086
43 H -2.8157 -1.0334 5.0345  O8 0.966
44 H 2.5836 2.1049 -3.6708  O7 0.962
45 H 0.8194 -4.7815 -3.7584  N22 1.001
46 H -1.0478 4.8962 -4.2768  N24 1.000
47 H -0.0715 -0.7156 -1.1811  N16 1.009
48 H -2.3220 3.3617 -1.4212  N25 1.011
49 H -2.9338 1.0325 -2.2891  O2 0.967
50 H -3.8553 -1.6255 2.9004  C38 1.091
51 H -1.6242 0.2259 2.0493  C39 1.095
52 H 1.8682 -1.1341 -2.8976  O5 0.964
53 H -1.2705 -0.8779 3.2936  C39 1.094
54 H -4.0250 -0.1912 1.8325  C38 1.093
55 H -0.2411 -3.4321 -4.0989  N22 1.006
56 H -6.3470 -3.9763 -0.0608  N19 1.000
57 H -0.5801 -2.6251 -0.0466  N27 1.015
58 H 1.0926 -1.3735 3.2398  C34 1.094
59 H -0.8672 0.8484 3.4774  C39 1.091
60 H 0.3258 -2.1067 1.3839  N27 1.011
61 H -3.6844 2.7360 0.2995  O4 0.963
62 H -1.0566 2.3486 -0.0085  N26 1.009
63 H 3.1314 -2.8119 2.6220  C35 1.086
64 H 1.8606 1.6210 -2.4135  O7 0.965
65 H 1.8181 -4.8203 -1.6315  N17 1.002
66 H 0.6936 -0.6303 -3.7270  O5 0.964
67 H 5.0923 1.7558 -0.1131  N21 1.000
68 H 1.9430 -0.9419 0.8017  O3 0.977
69 H -5.0222 -0.3708 3.2105  C38 1.097
70 H -3.2127 -2.5251 -0.0995  N20 1.010
71 H -3.3640 1.3405 3.6493  C36 1.092
72 H -3.7439 0.3887 -1.1394  O2 0.964
73 H 3.0628 2.3029 2.7135  O14 0.963
74 H 4.7530 -1.7068 1.0746  C28 1.090
75 H -4.7076 -4.2727 -0.5387  N19 1.002
76 H -2.7043 -4.8094 1.5759  N23 1.003
77 H -1.3574 0.3669 -0.8401  N16 1.011
78 H 2.4532 2.1393 1.3150  O14 0.971
79 H 1.2454 -3.7160 -0.3932  N17 1.009
80 H 0.5240 6.2227 -1.4143  O13 0.961
81 H 1.0178 5.2697 0.9581  O11 0.972
82 H 6.5986 -0.8841 -2.7235  N18 1.002
83 H -2.0518 -4.2698 0.0859  N23 1.006
84 H 1.8634 5.4952 -1.3092  O13 0.964
85 H 0.5099 2.9541 0.4008  N26 1.005
86 H 5.1044 -0.0804 -3.0978  N18 1.002
87 H -1.8898 4.8599 -2.1649  N25 1.000
88 H 4.2101 1.2955 -1.6126  N21 1.008
89 H 2.4365 -1.2406 4.2077  C34 1.098
90 H 1.6330 4.4628 2.1199  O11 0.969
91 H 4.0622 -0.0735 1.4602  C28 1.087
92 H -2.7992 3.4764 1.2991  O4 0.966
93 H -0.0840 3.5220 -4.7714  N24 1.002

Values from the calculation:
E, a.u.: -2275.54912
Net charge: 0
LUMO, eV: -0.35
Multiplicity: 1
Orbital gap, eV: 8.96
Highest occupied orbital energy, hartree: -0.3419

---

# 2
Formula: C12H54O15
Source: OMol25
Level of theory: ωB97M-V/def2-TZVPD

Bonds (Å) are listed after each position.
Positions of all 81 atoms, in Å:
1 O -6.1743 3.6112 -15.8576  H37 0.957, H53 0.957
2 O -9.7693 2.7234 -13.5101  H35 0.957, H72 0.957
3 O -10.2825 4.7938 -20.8293  H30 0.957, H79 0.957
4 O -11.5848 -0.6666 -13.8514  H28 0.957, H74 0.957
5 O -8.2600 4.7927 -13.8768  H52 0.957, H58 0.957
6 O -15.6742 3.6245 -20.2044  C27 1.436, H44 0.960
7 O -8.9097 -0.1132 -14.6305  H38 0.957, H59 0.957
8 O -11.3885 -4.5150 -17.9820  C26 1.362, H33 0.960
9 O -10.1693 2.2206 -18.6074  C17 1.431, H67 0.960
10 O -7.4195 2.1341 -18.0527  H42 0.957, H56 0.957
11 O -13.5395 5.4013 -17.8549  H61 0.957, H77 0.957
12 O -9.2678 5.8520 -18.5174  H45 0.957, H51 0.957
13 O -15.9947 1.2712 -15.7280  H73 0.957, H81 0.957
14 O -8.1927 3.1836 -21.0515  H31 0.957, H41 0.957
15 O -13.9776 4.7677 -14.0043  C16 1.440, H29 0.960
16 C -12.9075 4.2014 -13.2248  O15 1.440, C18 1.518, C21 1.442, H78 1.090
17 C -10.7694 2.0231 -17.3230  O9 1.431, C20 1.508, C22 1.513, H71 1.090
18 C -13.0760 2.7219 -12.9317  C16 1.518, H47 1.090, H54 1.090, H76 1.090
19 C -17.2547 1.8424 -19.5420  C27 1.533, H46 1.090, H48 1.090, H66 1.090
20 C -12.2627 1.8424 -17.4273  C17 1.508, H36 1.090, H40 1.090, H80 1.090
21 C -12.7756 4.9907 -12.0247  C16 1.442, H50 1.090, H60 1.090, H68 1.090
22 C -10.2921 3.1444 -16.4269  C17 1.513, H34 1.090, H57 1.090, H69 1.090
23 C -12.6303 -2.5803 -17.9267  C26 1.514, H49 1.090, H62 1.090, H75 1.090
24 C -14.8336 1.3158 -20.2265  C27 1.580, H43 1.090, H63 1.090, H70 1.090
25 C -10.1599 -2.5406 -17.2852  C26 1.561, H39 1.090, H55 1.090, H64 1.090
26 C -11.2624 -3.1744 -18.1900  O8 1.362, C23 1.514, C25 1.561, H32 1.090
27 C -15.8104 2.3552 -19.5477  O6 1.436, C19 1.533, C24 1.580, H65 1.090
28 H -11.1607 -0.5715 -12.9986  O4 0.957
29 H -14.2089 4.1910 -14.7360  O15 0.960
30 H -10.0550 5.5113 -21.4206  O3 0.957
31 H -8.6330 2.3506 -21.2205  O14 0.957
32 H -11.0921 -3.0536 -19.2598  C26 1.090
33 H -11.3660 -4.6469 -17.0314  O8 0.960
34 H -10.1998 4.0046 -17.0900  C22 1.090
35 H -9.6991 2.6076 -12.5625  O2 0.957
36 H -12.7623 1.9432 -16.4638  C20 1.090
37 H -6.6804 4.1880 -15.2853  O1 0.957
38 H -8.9096 -0.8820 -14.0603  O7 0.957
39 H -10.4979 -2.5999 -16.2506  C25 1.090
40 H -12.5384 0.9157 -17.9307  C20 1.090
41 H -8.9048 3.8144 -20.9458  O14 0.957
42 H -6.9689 2.6647 -18.7097  O10 0.957
43 H -15.0534 0.2619 -20.0561  C24 1.090
44 H -16.0855 4.3426 -19.7180  O6 0.960
45 H -8.8473 5.0917 -18.1158  O12 0.957
46 H -17.5605 1.7241 -20.5815  C19 1.090
47 H -12.8885 2.0833 -13.7949  C18 1.090
48 H -17.3135 0.8808 -19.0322  C19 1.090
49 H -12.9207 -2.7244 -16.8860  C23 1.090
50 H -13.5574 4.6543 -11.3438  C21 1.090
51 H -9.3606 5.6154 -19.4403  O12 0.957
52 H -8.8112 4.0114 -13.9213  O5 0.957
53 H -6.8338 3.1056 -16.3326  O1 0.957
54 H -12.3841 2.2473 -12.2359  C18 1.090
55 H -9.1568 -2.9285 -17.4628  C25 1.090
56 H -8.3449 2.1926 -18.2904  O10 0.957
57 H -10.9816 3.3243 -15.6020  C22 1.090
58 H -7.5572 4.5563 -13.2715  O5 0.957
59 H -8.1772 -0.2585 -15.2293  O7 0.957
60 H -11.8110 4.8418 -11.5394  C21 1.090
61 H -13.1358 5.9783 -17.2066  O11 0.957
62 H -12.6442 -1.5039 -18.0980  C23 1.090
63 H -13.8188 1.4749 -19.8619  C24 1.090
64 H -10.0595 -1.5008 -17.5962  C25 1.090
65 H -15.4003 2.3260 -18.5382  C27 1.090
66 H -17.9774 2.5418 -19.1216  C19 1.090
67 H -10.5959 2.9474 -19.0672  O9 0.960
68 H -12.9922 6.0494 -12.1672  C21 1.090
69 H -9.3253 2.9670 -15.9559  C22 1.090
70 H -14.7875 1.5559 -21.2887  C24 1.090
71 H -10.3235 1.1244 -16.8970  C17 1.090
72 H -9.7357 1.8345 -13.8636  O2 0.957
73 H -15.7023 2.1565 -15.9449  O13 0.957
74 H -10.8891 -0.4947 -14.4859  O4 0.957
75 H -13.3799 -2.9854 -18.6064  C23 1.090
76 H -14.0861 2.4809 -12.6007  C18 1.090
77 H -12.8631 5.2781 -18.5208  O11 0.957
78 H -11.9969 4.3543 -13.8041  C16 1.090
79 H -11.2224 4.6658 -20.9576  O3 0.957
80 H -12.7067 2.6030 -18.0694  C20 1.090
81 H -15.1895 0.7962 -15.5222  O13 0.957

Values from the calculation:
⟨S²⟩: 0.754
E, a.u.: -1617.76755
Net charge: +1
LUMO (spin up / spin down), eV: -3.46 / -10.03
Multiplicity: 2
Orbital gap (spin up / spin down), eV: 8.47 / 1.90
Highest occupied orbital energy (spin up / spin down), hartree: -0.4384 / -0.4384

---

# 3
Formula: C12H55BClN4O17P
Source: OMol25
Level of theory: ωB97M-V/def2-TZVPD

Bonds (Å) are listed after each position.
Positions of all 91 atoms, in Å:
1 Cl -2.4440 -5.0754 -2.4856  N20 1.739
2 P -3.6772 -1.4869 1.3699  N23 1.578, C32 1.897, H47 1.397, H72 1.399
3 O 2.5444 -1.1045 4.7046  H81 0.965, H87 0.965
4 O 4.4379 1.3309 3.7554  H71 0.966, H91 0.961
5 O -0.5389 -2.6617 -5.3404  H60 0.960, H68 0.968
6 O 3.1971 -3.8733 4.1360  H42 0.962, H78 0.964
7 O -5.3501 -0.1903 4.3049  H55 0.962, H75 0.963
8 O 3.7221 4.9455 -7.3725  H56 0.964, H76 0.962
9 O 2.2192 1.3051 -4.6748  H38 0.962, H84 0.978
10 O 0.6918 -1.4953 -2.6976  C35 1.445, B36 1.370
11 O 0.4829 -2.9678 -0.8176  B36 1.385, H86 0.961
12 O 3.9423 2.6881 -2.8158  H70 0.967, H80 0.962
13 O 2.0846 -1.2963 1.6260  H85 0.964, H88 0.965
14 O -5.5599 -0.5925 -1.5347  H43 0.963, H89 0.963
15 O -1.3344 -0.8724 0.0019  C28 1.425, C32 1.401
16 O 1.8652 3.1299 5.5208  H48 0.962, H61 0.962
17 O -0.9420 -2.0428 5.2939  H58 0.962, H90 0.963
18 O 3.6625 5.1367 -4.4759  H63 0.960, H74 0.963
19 O 4.8489 2.4988 -5.5885  H53 0.962, H82 0.966
20 N -1.8866 -3.4284 -2.5278  Cl1 1.739, C27 1.467, H79 1.014
21 N -1.1512 0.8231 -2.3904  C25 1.455, H45 1.008, H54 1.008
22 N -1.5288 0.0243 2.0120  C29 1.455, C32 1.447, H46 1.013
23 N -3.0741 -2.7628 2.0763  P2 1.578, H64 1.012
24 C -2.9744 1.0154 0.3528  C32 1.548, C33 1.459, H39 1.087, H67 1.092
25 C -1.9187 -0.4130 -2.4137  N21 1.455, C28 1.537, H40 1.094, H69 1.092
26 C -1.3423 3.1074 0.2466  C33 1.197, H73 1.060
27 C -2.4108 -2.6491 -1.4002  N20 1.467, C28 1.540, H62 1.088, H77 1.089
28 C -1.5124 -1.4017 -1.3091  O15 1.425, C25 1.537, C27 1.540, B36 1.625
29 C -2.1986 0.2572 3.2830  N22 1.455, C30 1.530, H41 1.091, H83 1.088
30 C -1.3240 1.1145 4.2005  C29 1.530, C34 1.533, H50 1.093, H51 1.090
31 C 2.5912 -0.4218 -1.6279  C35 1.511, H37 1.088, H49 1.089, H59 1.088
32 C -2.3038 -0.2948 0.8322  P2 1.897, O15 1.401, N22 1.447, C24 1.548
33 C -2.0614 2.1514 0.2858  C24 1.459, C26 1.197
34 C 0.1443 0.6769 4.2392  C30 1.533, H52 1.082, H65 1.090, H66 1.081
35 C 2.1297 -1.5177 -2.5607  O10 1.445, C31 1.511, H44 1.090, H57 1.086
36 B -0.0417 -1.9991 -1.6564  O10 1.370, O11 1.385, C28 1.625
37 H 2.4138 -0.6820 -0.5866  C31 1.088
38 H 1.7609 0.6881 -4.0970  O9 0.962
39 H -3.4856 0.8788 -0.5972  C24 1.087
40 H -1.7536 -0.9270 -3.3647  C25 1.094
41 H -2.3883 -0.6794 3.8092  C29 1.091
42 H 3.1903 -4.8330 4.0766  O6 0.962
43 H -6.1607 -1.3387 -1.4351  O14 0.963
44 H 2.5160 -1.3273 -3.5616  C35 1.090
45 H -1.7306 1.6473 -2.3783  N21 1.008
46 H -0.8696 -0.7387 2.1123  N22 1.013
47 H -4.3874 -1.8584 0.2252  P2 1.397
48 H 1.7230 3.6660 4.7347  O16 0.962
49 H 3.6608 -0.2772 -1.7757  C31 1.089
50 H -1.3497 2.1308 3.7987  C30 1.093
51 H -1.7805 1.1446 5.1897  C30 1.090
52 H 0.6001 0.9158 5.1912  C34 1.082
53 H 5.4372 1.7886 -5.8617  O19 0.962
54 H -0.5178 0.8806 -3.1721  N21 1.008
55 H -6.0510 0.4676 4.2581  O7 0.962
56 H 4.3306 4.2142 -7.5252  O8 0.964
57 H 2.4925 -2.4966 -2.2611  C35 1.086
58 H -1.6428 -2.6825 5.4545  O17 0.962
59 H 2.0932 0.5133 -1.8756  C31 1.088
60 H -1.0383 -3.3606 -4.9114  O5 0.960
61 H 1.0974 3.3078 6.0722  O16 0.962
62 H -2.3145 -3.2157 -0.4759  C27 1.088
63 H 2.8315 5.5499 -4.7231  O18 0.960
64 H -3.4398 -2.8834 3.0119  N23 1.012
65 H 0.6747 1.2710 3.4943  C34 1.090
66 H 0.2823 -0.3634 3.9795  C34 1.081
67 H -3.7440 1.2818 1.0801  C24 1.092
68 H -0.0941 -2.2088 -4.6101  O5 0.968
69 H -2.9949 -0.2319 -2.3818  C25 1.092
70 H 4.1297 3.5282 -3.2568  O12 0.967
71 H 4.0015 1.5202 4.5963  O4 0.966
72 H -4.6345 -0.7895 2.1150  P2 1.399
73 H -0.5411 3.7950 0.3382  C26 1.060
74 H 4.2554 5.3669 -5.1987  O18 0.963
75 H -5.0048 -0.1143 5.2001  O7 0.963
76 H 2.8710 4.6242 -7.6843  O8 0.962
77 H -3.4513 -2.3742 -1.5697  C27 1.089
78 H 2.3943 -3.5899 3.6835  O6 0.964
79 H -2.2768 -3.0616 -3.3884  N20 1.014
80 H 3.5395 2.9246 -1.9749  O12 0.962
81 H 3.2547 -0.6237 4.2618  O3 0.965
82 H 3.9660 2.1901 -5.8296  O19 0.966
83 H -3.1415 0.7863 3.1580  C29 1.088
84 H 2.8474 1.7583 -4.0782  O9 0.978
85 H 1.3498 -0.6721 1.6104  O13 0.964
86 H 0.2892 -3.8497 -1.1474  O11 0.961
87 H 3.0014 -1.7906 5.2067  O3 0.965
88 H 2.4749 -1.1849 2.5010  O13 0.965
89 H -5.9985 -0.0121 -2.1660  O14 0.963
90 H -0.2773 -2.5312 4.7975  O17 0.963
91 H 4.6006 2.2005 3.3795  O4 0.961

Values from the calculation:
E, a.u.: -2814.62689
Net charge: 0
LUMO, eV: 0.12
Multiplicity: 1
Orbital gap, eV: 8.08
Highest occupied orbital energy, hartree: -0.2926